Below is a single C19H26N6O molecule at a distorted geometry, with properties calculated with wB97M-V/def2-TZVPD.

Total energy   -1143.383102 Eh
Structure (SMILES)   NC(=O)C1CCN([C@H](c2ccccc2)c2nnnn2C2CCCC2)CC1
2S+1   1
E_LUMO   0.548 eV
Maximum force   0.03302 Eh/bohr
Charge   0
Energy above the lowest of the compared OMol25 structures with the same formula, charge and spin   44.2 kcal per mole

Geometry (Å):
N: 6.213 1.366 -0.458
C: 5.764 0.232 0.129
O: 6.521 -0.601 0.573
C: 4.250 0.099 0.198
C: 3.640 1.146 1.144
C: 2.158 1.361 0.804
N: 1.608 0.118 0.295
C: 0.170 0.007 0.434
C: -0.302 -1.382 0.047
C: -0.248 -2.405 0.984
C: -0.672 -3.680 0.656
C: -1.157 -3.945 -0.614
C: -1.205 -2.932 -1.556
C: -0.777 -1.657 -1.228
C: -0.618 1.045 -0.307
N: -0.185 1.917 -1.189
N: -1.237 2.640 -1.555
N: -2.283 2.264 -0.954
N: -1.950 1.254 -0.143
C: -2.915 0.555 0.664
C: -3.850 -0.297 -0.218
C: -5.128 0.529 -0.329
C: -5.261 1.126 1.068
C: -3.831 1.555 1.402
C: 2.106 -0.185 -1.041
C: 3.578 0.221 -1.169
H: 5.594 2.040 -0.869
H: 7.206 1.502 -0.549
H: 4.039 -0.899 0.592
H: 4.169 2.097 1.060
H: 3.744 0.798 2.172
H: 1.614 1.645 1.708
H: 2.038 2.177 0.076
H: -0.042 0.151 1.506
H: 0.135 -2.199 1.973
H: -0.625 -4.468 1.393
H: -1.493 -4.938 -0.870
H: -1.574 -3.133 -2.550
H: -0.806 -0.876 -1.975
H: -2.352 -0.075 1.356
H: -3.401 -0.514 -1.186
H: -4.051 -1.245 0.283
H: -5.987 -0.072 -0.619
H: -4.989 1.327 -1.059
H: -5.956 1.962 1.105
H: -5.600 0.361 1.768
H: -3.639 1.564 2.473
H: -3.649 2.554 1.007
H: 2.005 -1.265 -1.186
H: 1.522 0.331 -1.815
H: 3.643 1.249 -1.529
H: 4.070 -0.423 -1.899

=====

Below is a molecular structure, C19H26N6PtS, with properties calculated with wB97M-V/def2-TZVPD.

Total energy   -1585.540804 Eh
2S+1   1
E_LUMO (alpha / beta)   -0.312 / -0.313 eV
Maximum force   0.01633 Eh/bohr
Charge   0
Energy above the lowest of the compared OMol25 structures with the same formula, charge and spin   14.6 kcal per mole

Geometry (Å):
Pt: 0.352 -0.393 -0.068
C: 1.909 -4.439 0.428
C: 1.330 -3.142 -0.034
N: 1.176 -2.118 0.750
N: 1.509 -2.349 2.053
C: 1.918 -1.311 2.748
N: 2.067 -1.510 4.073
S: 2.204 0.321 2.125
C: 0.905 -2.964 -1.435
C: 0.898 -3.998 -2.371
C: 0.500 -3.733 -3.669
C: 0.121 -2.443 -4.011
C: 0.136 -1.472 -3.028
N: 0.509 -1.721 -1.772
H: 2.647 -4.257 1.206
H: 2.383 -4.978 -0.389
H: 1.136 -5.078 0.864
H: 1.955 -2.440 4.444
H: 2.552 -0.817 4.612
H: 1.186 -4.996 -2.082
H: 0.487 -4.528 -4.403
H: -0.186 -2.187 -5.015
H: -0.160 -0.452 -3.234
N: -1.846 0.244 -0.888
C: -2.286 1.616 -1.194
C: -1.699 2.155 -2.498
C: -0.455 3.036 -2.359
C: 0.883 2.329 -2.217
N: 1.056 1.670 -0.917
H: -2.070 -0.374 -1.661
H: -2.356 -0.112 -0.089
H: -1.976 2.248 -0.360
H: -3.379 1.664 -1.235
H: -2.473 2.747 -2.990
H: -1.493 1.327 -3.186
H: -0.590 3.708 -1.504
H: -0.383 3.685 -3.234
H: 1.681 3.061 -2.384
H: 0.991 1.572 -3.000
H: 0.816 2.283 -0.140
H: 2.029 1.422 -0.774
C: 0.550 0.571 1.667
C: -0.302 1.397 2.447
C: -1.705 1.477 2.241
C: -2.532 2.305 2.979
C: -2.035 3.105 4.000
C: -0.669 3.014 4.265
C: 0.167 2.201 3.531
H: -2.164 0.817 1.519
H: -3.596 2.304 2.766
H: -2.681 3.749 4.580
H: -0.239 3.603 5.069
H: 1.221 2.182 3.776

=====

Below is a molecular structure, C19H27AgN5O2S3, with properties calculated with wB97M-V/def2-TZVPD.

Total energy   -2506.005048 Eh
2S+1   1
E_LUMO   2.571 eV
Maximum force   0.01494 Eh/bohr
Charge   -1
Energy above the lowest of the compared OMol25 structures with the same formula, charge and spin   6.5 kcal per mole

Geometry (Å):
Ag: 0.760 0.917 -0.873
C: -2.178 3.170 2.197
C: -1.322 2.210 1.425
N: -0.977 2.361 0.205
N: -1.380 3.484 -0.442
C: -1.270 3.392 -1.756
N: -1.575 4.578 -2.399
S: -0.845 2.055 -2.749
C: -0.795 0.997 2.123
C: -1.063 0.784 3.477
C: -0.543 -0.339 4.101
C: 0.225 -1.227 3.369
C: 0.430 -0.949 2.023
N: -0.064 0.125 1.426
H: -2.462 3.995 1.551
H: -1.645 3.571 3.064
H: -3.081 2.680 2.571
H: -1.467 5.398 -1.822
H: -1.211 4.638 -3.336
H: -1.661 1.491 4.032
H: -0.736 -0.511 5.154
H: 0.655 -2.113 3.816
H: 1.010 -1.604 1.383
O: 2.206 2.026 0.926
N: 3.441 1.633 0.955
C: 4.099 1.723 2.139
C: 5.405 1.344 2.295
C: 6.079 0.833 1.184
C: 5.405 0.730 -0.006
C: 4.059 1.124 -0.172
S: 3.241 1.004 -1.667
H: 3.478 2.127 2.924
H: 5.874 1.444 3.264
H: 7.112 0.516 1.256
H: 5.889 0.326 -0.885
C: 0.283 -4.902 -1.613
C: -0.897 -4.277 -2.350
C: -0.593 -2.948 -3.032
S: -0.281 -1.495 -2.010
O: 0.765 -1.891 -0.997
C: -1.852 -1.378 -1.154
C: -2.968 -0.915 -2.082
C: -4.185 -0.447 -1.295
H: 0.014 -5.890 -1.235
H: 0.615 -4.274 -0.790
H: 1.134 -5.021 -2.288
H: -1.749 -4.168 -1.674
H: -1.236 -4.962 -3.135
H: -1.412 -2.643 -3.690
H: 0.301 -3.024 -3.656
H: -1.646 -0.612 -0.399
H: -2.062 -2.313 -0.630
H: -3.255 -1.720 -2.766
H: -2.587 -0.089 -2.688
H: -4.573 -1.235 -0.645
H: -4.989 -0.135 -1.963
H: -3.921 0.406 -0.667

=====

Below is a molecular structure, C19H27AsN2S5SeSiTc, with properties calculated with wB97M-V/def2-TZVPD.

Total energy   -7847.991235 Eh
2S+1   1
E_LUMO (alpha / beta)   -4.244 / -4.240 eV
Maximum force   0.00511 Eh/bohr
Charge   +1

Geometry (Å):
Tc: 0.488 -2.550 0.266
S: -1.398 -1.457 4.089
C: 0.277 -1.149 4.302
C: 1.017 -1.550 3.236
C: 0.217 -2.117 2.194
C: -1.125 -2.112 2.542
C: -2.132 -2.618 1.618
C: -3.480 -2.787 1.880
C: -4.289 -3.331 0.893
C: -3.728 -3.695 -0.318
C: -2.375 -3.485 -0.513
N: -1.592 -2.953 0.426
H: 0.622 -0.697 5.219
H: 2.091 -1.448 3.196
H: -3.883 -2.508 2.844
H: -5.346 -3.472 1.072
H: -4.323 -4.122 -1.111
H: -1.893 -3.736 -1.449
S: 5.267 -5.481 -0.245
As: 5.571 -4.624 1.541
S: 2.979 -3.036 -0.031
S: 1.479 -4.468 -0.022
S: 3.898 -3.081 1.804
C: 2.274 0.903 0.192
Si: 0.772 1.409 -0.782
C: -0.581 2.134 0.313
C: 0.129 3.214 1.156
C: -1.735 2.777 -0.466
C: -1.141 1.079 1.275
C: 1.191 2.245 -2.418
C: 2.448 1.581 -2.998
C: 1.511 3.723 -2.122
C: 0.063 2.160 -3.452
H: 2.868 1.792 0.422
H: 2.913 0.217 -0.363
H: 1.989 0.434 1.134
H: 0.594 3.991 0.551
H: 0.891 2.784 1.809
H: -0.615 3.699 1.793
H: -1.406 3.605 -1.093
H: -2.457 3.182 0.250
H: -2.265 2.059 -1.090
H: -0.354 0.585 1.849
H: -1.724 0.318 0.754
H: -1.809 1.570 1.988
H: 3.312 1.682 -2.339
H: 2.702 2.059 -3.947
H: 2.297 0.517 -3.203
H: 2.309 3.836 -1.384
H: 0.639 4.275 -1.774
H: 1.855 4.201 -3.043
H: -0.147 1.130 -3.752
H: 0.373 2.697 -4.353
H: -0.866 2.609 -3.105
Se: 0.144 -0.835 -1.540
C: -1.688 -0.626 -1.773
N: -2.825 -0.529 -1.922

=====

Below is 2 unconnected molecules or ions with the total composition C19H27BF4N5O5S2, with properties calculated with wB97M-V/def2-TZVPD.

Total energy   -2610.669580 Eh
2S+1   1
E_LUMO   -3.098 eV
Maximum force   0.01771 Eh/bohr
Charge   +1

Geometry (Å):
C: -1.229 3.449 -1.191
B: -1.686 1.961 -1.310
O: -2.969 1.540 -1.305
N: -0.635 0.844 -1.380
C: -0.102 0.065 -2.349
N: -0.408 0.169 -3.656
C: -1.300 1.170 -4.147
C: -0.830 2.412 -4.557
C: -1.774 3.320 -5.012
C: -3.117 2.961 -5.001
N: -3.586 1.783 -4.581
C: -2.665 0.909 -4.183
C: 0.198 -0.807 -4.561
C: -0.047 -0.510 -6.020
F: -0.350 -2.042 -4.273
N: 0.771 -0.816 -1.855
C: 0.792 -0.591 -0.545
C: 1.652 -1.361 0.379
C: 3.082 -0.809 0.446
C: 3.243 0.486 1.231
S: 2.858 0.380 2.996
N: -0.041 0.393 -0.218
C: -0.364 0.889 1.106
C: -1.708 0.334 1.622
C: -1.648 -0.099 3.054
F: -0.572 0.234 3.785
C: -2.628 -0.745 3.648
F: -2.735 -0.887 4.937
F: -3.602 -1.308 2.986
H: -0.270 3.531 -0.683
H: -1.976 4.005 -0.629
H: -1.151 3.871 -2.193
H: -3.545 1.986 -1.942
H: 0.225 2.650 -4.541
H: -1.483 4.302 -5.352
H: -3.851 3.673 -5.354
H: -3.011 -0.064 -3.857
H: 1.271 -0.839 -4.389
H: 0.405 0.429 -6.328
H: 0.471 -1.298 -6.563
H: -1.099 -0.578 -6.281
H: 1.687 -2.403 0.079
H: 1.227 -1.313 1.383
H: 3.494 -0.655 -0.551
H: 3.688 -1.576 0.925
H: 2.644 1.307 0.840
H: 4.281 0.797 1.131
H: 3.280 -0.857 3.294
H: -0.329 1.975 1.144
H: 0.422 0.558 1.783
H: -1.918 -0.555 1.023
H: -2.536 1.018 1.447
C: 1.484 -2.330 5.107
C: 0.773 -2.693 6.392
O: 1.380 -3.933 6.776
S: 2.921 -3.954 6.342
O: 3.733 -3.572 7.435
O: 3.161 -5.141 5.610
O: 2.845 -2.711 5.321
H: 1.092 -2.903 4.262
H: 1.426 -1.268 4.884
H: -0.297 -2.829 6.263
H: 0.957 -1.956 7.176